Entry 1:
Density functional theory data (wB97M-V/def2-TZVPD) for a single C3H4N2OS2 molecule.

ORCA input file:
```
! RIJCOSX wB97M-V def2-TZVPD def2/J DEFGRID3
* xyz 0 1
C -0.836 -0.861 -3.015
N -0.292 -1.104 -1.865
S -0.292 0.124 -0.702
C 0.128 -0.664 0.812
S 0.349 -2.345 0.766
C 0.325 0.126 1.942
N 0.496 1.390 1.644
O 0.916 2.240 2.569
H -0.999 -1.798 -3.642
H -1.158 0.067 -3.565
H 0.302 -0.337 3.008
H 1.059 3.160 2.048
*
```

The SMILES is C=NSC(=S)/C=N/O. The value obtained for the strongest force on any atom is 5.73 eV/A. The value obtained for the total energy is -1097.6888 Eh. The HOMO energy comes out at -8.46 eV. The value obtained for the relative energy (zero: lowest compared OMol25 entry of this formula, charge and spin) is 104.0 kcal per mole. The value obtained for the lowest unoccupied orbital energy is -0.94 eV.

natural (NBO) atomic charge list, values in e, 2 entries: atom 1 (C): -0.06, atom 2 (N): -0.55

Entry 2:
Density functional theory data (wB97M-V/def2-TZVPD) for 15 unconnected molecules or ions with the total composition C53H112O29S3.

ORCA input file:
```
! RIJCOSX wB97M-V def2-TZVPD def2/J DEFGRID3
* xyz 0 1
C -4.146 -16.018 14.024
C -5.004 -14.756 14.080
C -5.604 -14.806 15.481
O -4.565 -15.368 16.294
C -3.881 -16.325 15.525
H -3.227 -15.815 13.474
H -4.684 -16.853 13.582
H -5.775 -14.691 13.312
H -4.401 -13.842 14.030
H -6.438 -15.517 15.509
H -5.930 -13.875 15.935
H -4.282 -17.326 15.749
H -2.813 -16.392 15.745
C -5.202 -19.591 13.184
C -3.692 -19.711 13.252
C -3.315 -20.376 11.920
O -4.522 -20.944 11.398
C -5.605 -20.759 12.304
H -5.556 -18.648 12.759
H -5.696 -19.639 14.159
H -3.339 -20.335 14.076
H -3.191 -18.749 13.385
H -2.511 -21.104 12.013
H -3.022 -19.654 11.153
H -5.821 -21.678 12.869
H -6.487 -20.594 11.676
C -2.052 -12.322 9.329
C -2.080 -12.863 10.752
C -3.006 -14.036 10.539
O -2.529 -14.648 9.334
C -2.066 -13.590 8.465
H -1.164 -11.710 9.160
H -2.927 -11.703 9.163
H -2.499 -12.187 11.495
H -1.077 -13.209 11.014
H -4.044 -13.754 10.315
H -3.065 -14.780 11.337
H -2.789 -13.473 7.655
H -1.099 -13.907 8.080
C 0.874 -12.685 15.289
C 0.166 -13.559 14.260
C -1.285 -13.419 14.726
O -1.171 -13.576 16.136
C 0.047 -12.964 16.553
H 0.810 -11.633 15.007
H 1.927 -12.949 15.375
H 0.422 -14.612 14.382
H 0.311 -13.234 13.229
H -1.886 -14.218 14.278
H -1.798 -12.486 14.446
H 0.555 -13.596 17.284
H -0.183 -12.036 17.094
C 0.941 -19.329 14.759
C 0.006 -18.656 15.756
C 0.140 -17.157 15.435
O 1.414 -17.004 14.825
C 1.826 -18.217 14.197
H 0.355 -19.726 13.925
H 1.491 -20.199 15.119
H 0.174 -18.863 16.814
H -1.016 -19.013 15.599
H 0.149 -16.560 16.345
H -0.673 -16.842 14.767
H 2.900 -18.316 14.365
H 1.686 -18.141 13.111
C -9.171 -9.766 16.326
C -9.536 -10.852 17.344
C -8.872 -12.049 16.675
O -9.246 -11.917 15.302
C -9.147 -10.518 14.980
H -8.158 -9.423 16.547
H -9.801 -8.880 16.332
H -10.603 -11.022 17.485
H -9.077 -10.653 18.314
H -9.218 -13.036 16.977
H -7.780 -11.961 16.795
H -10.008 -10.304 14.343
H -8.239 -10.304 14.411
C -6.334 -13.671 19.301
C -7.357 -14.682 18.780
C -6.982 -15.983 19.522
O -5.971 -15.642 20.468
C -6.067 -14.244 20.688
H -6.637 -12.632 19.461
H -5.420 -13.700 18.704
H -7.395 -14.768 17.697
H -8.323 -14.277 19.103
H -6.609 -16.748 18.846
H -7.844 -16.395 20.059
H -5.141 -13.885 21.138
H -6.895 -14.053 21.386
C -8.534 -18.642 17.022
C -8.684 -19.837 16.068
C -8.612 -19.187 14.672
O -8.139 -17.861 14.850
C -7.780 -17.603 16.208
H -7.994 -18.967 17.915
H -9.489 -18.254 17.378
H -9.637 -20.334 16.230
H -7.847 -20.523 16.189
H -9.595 -19.149 14.194
H -7.929 -19.727 14.009
H -8.094 -16.589 16.439
H -6.697 -17.754 16.306
O -5.604 -8.856 14.264
S -5.216 -8.420 15.563
O -6.147 -7.730 16.380
O -4.728 -9.652 16.431
C -3.952 -10.723 15.801
C -4.081 -11.873 16.773
C -3.720 -7.481 15.469
H -2.931 -10.349 15.718
H -4.374 -10.966 14.828
H -5.116 -12.151 16.941
H -3.677 -11.509 17.723
H -3.447 -12.722 16.511
H -3.332 -7.438 16.482
H -3.986 -6.486 15.116
H -3.031 -7.926 14.757
O -7.441 -14.722 10.777
S -7.191 -16.090 10.488
O -7.604 -16.648 9.240
O -5.641 -16.309 10.690
C -5.041 -17.495 10.092
C -4.638 -17.209 8.667
C -7.841 -17.062 11.811
H -5.764 -18.315 10.123
H -4.176 -17.764 10.695
H -4.133 -18.069 8.219
H -4.032 -16.310 8.609
H -5.519 -17.072 8.039
H -8.925 -17.010 11.716
H -7.531 -16.594 12.738
H -7.523 -18.090 11.661
O -6.121 -9.220 9.897
S -5.798 -10.530 9.436
O -5.099 -10.718 8.211
O -4.939 -11.273 10.572
C -5.065 -10.820 11.950
C -6.251 -11.500 12.622
C -7.257 -11.550 9.454
H -5.052 -9.737 12.004
H -4.129 -11.163 12.399
H -6.407 -12.480 12.172
H -7.152 -10.898 12.494
H -6.098 -11.599 13.696
H -6.959 -12.551 9.757
H -7.670 -11.560 8.450
H -7.930 -11.145 10.203
C -9.551 -14.942 14.140
O -10.426 -15.618 13.271
C -11.299 -16.473 13.775
O -11.474 -16.707 14.943
O -11.961 -17.021 12.754
C -12.754 -18.161 13.091
H -9.069 -14.082 13.673
H -8.748 -15.597 14.476
H -10.048 -14.472 14.991
H -13.734 -17.868 13.458
H -12.208 -18.802 13.779
H -12.901 -18.713 12.163
C 1.098 -19.067 9.113
O 0.466 -18.133 9.989
C -0.142 -18.655 11.054
O -0.144 -19.812 11.363
O -0.765 -17.725 11.769
C -0.430 -16.339 11.606
H 0.422 -19.895 8.901
H 1.960 -19.512 9.617
H 1.419 -18.533 8.229
H 0.628 -16.241 11.390
H -0.735 -15.816 12.511
H -1.030 -15.892 10.808
C 1.093 -17.360 20.352
O 0.064 -16.384 20.481
C -0.950 -16.509 19.629
O -1.092 -17.421 18.853
O -1.750 -15.468 19.779
C -2.946 -15.429 19.003
H 1.426 -17.439 19.318
H 0.747 -18.317 20.737
H 1.922 -16.994 20.950
H -3.783 -15.389 19.698
H -3.124 -16.330 18.419
H -2.923 -14.583 18.321
C -3.734 -19.417 18.327
O -4.820 -20.300 18.637
C -5.787 -19.850 19.418
O -5.819 -18.799 20.003
O -6.715 -20.804 19.511
C -7.796 -20.541 20.389
H -3.492 -19.566 17.276
H -2.851 -19.674 18.909
H -3.993 -18.379 18.510
H -8.426 -19.741 19.999
H -7.440 -20.256 21.380
H -8.363 -21.462 20.484
*
```

The value obtained for the strongest force on any atom is 1.67 eV/A. The value obtained for the total energy is -5463.0412 Eh. The HOMO energy comes out at -9.55 eV. The value obtained for the lowest unoccupied orbital energy is 0.18 eV.

Mulliken atomic charge list, values in e, 2 entries: atom 1 (C): 2.09, atom 2 (C): 1.02

Entry 3:
Density functional theory data (wB97M-V/def2-TZVPD) for 7 unconnected molecules or ions with the total composition C55H60Cl3N8O15S2.

ORCA input file:
```
! RIJCOSX wB97M-V def2-TZVPD def2/J DEFGRID3
* xyz 1 1
C -4.253 1.194 -3.271
C -4.245 0.590 -4.658
S -2.872 -0.535 -5.055
C -2.874 -1.768 -3.728
C -2.249 -1.350 -2.433
C -2.999 -1.420 -1.260
C -2.491 -1.083 -0.019
C -3.290 -1.151 1.256
C -4.743 -1.627 1.167
C -5.764 -0.488 1.386
C -5.452 0.773 0.591
N -5.835 2.035 1.273
C -5.189 2.140 2.587
C -5.350 3.086 0.434
C -6.145 3.419 -0.796
O -4.352 3.696 0.695
N -1.210 -0.631 0.054
C -0.626 -0.196 1.339
C -0.668 1.344 1.431
C 0.347 1.896 2.421
C 1.802 1.900 1.952
S 2.296 3.165 0.789
O 3.021 2.526 -0.266
O 2.952 4.202 1.511
Cl 0.603 3.976 0.008
C -0.450 -0.528 -1.063
Cl 1.137 0.065 -0.932
C -0.928 -0.900 -2.323
Cl 0.112 -0.823 -3.664
H -3.468 1.932 -3.137
H -4.189 0.455 -2.481
H -5.200 1.712 -3.131
H -4.136 1.384 -5.390
H -5.175 0.079 -4.890
H -2.335 -2.631 -4.110
H -3.891 -2.106 -3.541
H -4.016 -1.750 -1.369
H -2.738 -1.773 1.957
H -3.295 -0.148 1.677
H -4.888 -2.328 1.983
H -4.999 -2.179 0.271
H -6.732 -0.858 1.064
H -5.847 -0.327 2.454
H -6.024 0.730 -0.332
H -4.398 0.852 0.294
H -5.720 1.493 3.279
H -4.145 1.820 2.589
H -5.280 3.139 2.984
H -6.596 2.525 -1.217
H -5.452 3.815 -1.528
H -6.897 4.159 -0.551
H 0.380 -0.580 1.444
H -1.189 -0.585 2.172
H -0.615 1.786 0.444
H -1.654 1.597 1.819
H 0.244 1.383 3.374
H 0.051 2.924 2.630
H 2.074 0.915 1.588
H 2.425 2.089 2.822
C 0.554 -4.354 -0.400
C -0.811 -4.180 -0.195
C -1.567 -5.192 0.372
C -0.937 -6.368 0.731
C 0.416 -6.564 0.533
C 1.164 -5.547 -0.039
N -1.732 -7.438 1.357
O -2.923 -7.239 1.507
O -1.147 -8.442 1.695
H 1.143 -3.559 -0.841
H -1.286 -3.253 -0.478
H -2.627 -5.064 0.532
H 0.885 -7.494 0.821
H 2.224 -5.685 -0.199
C 3.944 1.104 -3.528
C 5.080 1.760 -3.986
C 5.754 1.289 -5.101
C 5.274 0.162 -5.743
C 4.154 -0.512 -5.298
C 3.486 -0.034 -4.182
N 5.966 -0.330 -6.947
O 6.957 0.266 -7.310
O 5.494 -1.299 -7.509
H 3.419 1.486 -2.661
H 5.437 2.643 -3.475
H 6.635 1.797 -5.464
H 3.798 -1.391 -5.812
H 2.599 -0.550 -3.836
C 2.733 -0.131 -10.904
C 1.769 0.749 -10.428
C 1.216 0.560 -9.174
C 1.642 -0.515 -8.415
C 2.596 -1.406 -8.872
C 3.143 -1.208 -10.129
N 1.079 -0.706 -7.076
O 0.245 0.082 -6.676
O 1.492 -1.641 -6.410
H 3.168 0.024 -11.882
H 1.453 1.586 -11.034
H 0.468 1.242 -8.798
H 2.916 -2.238 -8.263
H 3.893 -1.891 -10.500
C -3.815 -10.430 5.396
C -3.189 -9.510 4.565
C -1.888 -9.116 4.827
C -1.232 -9.653 5.917
C -1.838 -10.566 6.759
C -3.141 -10.954 6.493
N 0.158 -9.246 6.180
O 0.655 -8.424 5.434
O 0.725 -9.752 7.125
H -4.830 -10.742 5.188
H -3.710 -9.103 3.710
H -1.396 -8.405 4.184
H -1.308 -10.972 7.608
H -3.631 -11.669 7.140
C 2.402 5.906 7.094
C 3.360 5.039 6.585
C 3.003 3.754 6.215
C 1.683 3.360 6.358
C 0.716 4.207 6.871
C 1.085 5.489 7.242
N 1.297 2.011 5.935
O 2.162 1.280 5.487
O 0.125 1.698 6.027
H 2.685 6.912 7.373
H 4.379 5.368 6.471
H 3.743 3.077 5.816
H -0.306 3.879 6.979
H 0.343 6.166 7.641
C 6.033 8.864 0.337
C 5.133 9.667 1.025
C 4.686 9.291 2.281
C 5.155 8.111 2.828
C 6.046 7.295 2.157
C 6.485 7.678 0.901
N 4.699 7.718 4.169
O 3.899 8.437 4.731
O 5.149 6.693 4.644
H 6.383 9.164 -0.641
H 4.781 10.589 0.585
H 3.986 9.910 2.822
H 6.396 6.376 2.602
H 7.184 7.053 0.363
*
```

The value obtained for the strongest force on any atom is 1.47 eV/A. The value obtained for the total energy is -5874.6435 Eh. The HOMO energy comes out at -11.11 eV. The value obtained for the lowest unoccupied orbital energy is -3.89 eV.

Mulliken atomic charge list, values in e, 2 entries: atom 1 (C): -0.42, atom 2 (C): -0.79

Entry 4:
Density functional theory data (wB97M-V/def2-TZVPD) for a single C4H6N4 molecule.

ORCA input file:
```
! RIJCOSX wB97M-V def2-TZVPD def2/J DEFGRID3
* xyz 0 1
C 1.379 1.194 0.928
C 1.540 -0.310 0.923
N 0.587 -1.076 0.579
N -0.410 -0.499 -0.185
C -1.247 -1.438 -0.872
C -1.942 -0.534 -1.647
N -1.651 0.770 -1.187
N -0.578 0.822 -0.357
H 0.353 1.320 1.721
H 1.273 1.782 -0.001
H 2.247 1.874 1.266
H 2.367 -0.637 1.551
H -1.089 -2.393 -0.515
H -2.830 -0.875 -2.205
*
```

The SMILES is C/C=N\n1ccnn1. The value obtained for the strongest force on any atom is 7.42 eV/A. The value obtained for the total energy is -374.8676 Eh. The HOMO energy comes out at -9.56 eV. The value obtained for the relative energy (zero: lowest compared OMol25 entry of this formula, charge and spin) is 121.6 kcal per mole. The value obtained for the lowest unoccupied orbital energy is 0.49 eV.

natural (NBO) atomic charge list, values in e, 2 entries: atom 1 (C): -0.71, atom 2 (C): 0.10